Entry from OMol25: a cluster of 8 separate species, C28H70O12P in total (the ωB97M-V functional and the def2-TZVPD basis).

CARTESIAN COORDINATES (ANGSTROEM)
P  -1.110  1.679  -2.742
O  -3.703  1.365  0.644
O  -2.040  0.565  -3.404
O  0.865  -2.361  0.394
O  1.501  5.137  -6.208
O  -1.349  3.024  -3.320
O  2.251  0.282  -6.666
O  -1.596  1.635  -1.203
O  1.377  -0.291  1.035
O  0.909  8.255  6.712
O  1.383  -10.942  2.182
O  -1.764  4.316  3.005
O  -0.678  -6.620  -0.643
C  0.117  -1.297  -2.856
C  0.612  1.218  -2.817
C  -0.870  6.269  4.134
C  1.024  6.679  -4.404
C  0.888  -0.135  -3.514
C  -3.160  1.297  2.992
C  -4.840  2.942  2.077
C  1.755  7.788  7.760
C  1.744  -13.320  2.473
C  0.234  -3.533  -1.653
C  0.026  -8.792  0.182
C  1.000  -2.477  -2.452
C  1.591  0.818  -7.797
C  0.139  1.132  -7.461
C  0.952  6.988  8.774
C  0.866  -12.234  1.870
C  -0.201  -3.080  -0.267
C  0.456  -7.416  -0.302
C  2.480  8.954  8.416
C  0.647  5.368  -5.078
C  -1.000  4.754  4.128
C  -0.576  -12.353  2.339
C  -0.810  5.351  -5.497
C  1.301  -6.702  0.743
C  0.563  -1.149  0.861
C  -4.240  1.549  1.948
C  0.364  4.078  4.129
C  2.313  2.057  -8.317
H  -5.033  0.805  2.055
H  3.161  8.610  9.196
H  -0.586  -8.705  1.085
H  1.756  -13.234  3.564
H  0.187  7.619  9.235
H  -1.001  -13.322  2.073
H  -2.998  2.013  0.515
H  0.785  -4.470  -1.547
H  0.410  6.855  -3.521
H  -1.856  6.737  4.134
H  -1.292  4.579  2.206
H  1.028  -7.516  -1.225
H  2.073  6.668  -4.105
H  3.052  9.513  7.675
H  1.945  -0.347  -3.307
H  -1.858  0.726  -0.990
H  0.923  4.353  3.231
H  -5.286  3.092  3.063
H  1.044  2.025  -3.412
H  -0.361  0.237  -7.091
H  -1.957  0.617  -4.365
H  0.090  1.883  -6.668
H  -0.496  -1.034  1.137
H  -0.631  -12.239  3.425
H  -1.086  -2.451  -0.355
H  0.900  -12.303  0.781
H  -0.663  -3.780  -2.225
H  1.829  2.456  -9.212
H  -0.400  1.511  -8.335
H  2.771  -13.219  2.123
H  -1.187  -11.569  1.892
H  -1.015  6.143  -6.228
H  1.370  -10.839  3.140
H  -1.465  5.482  -4.636
H  2.482  7.135  7.276
H  0.722  -6.554  1.660
H  0.949  4.371  5.002
H  0.827  4.539  -4.394
H  -0.430  -3.941  0.360
H  2.205  0.918  -5.943
H  1.628  0.032  -8.557
H  1.759  9.642  8.867
H  1.348  -2.963  -3.366
H  -1.208  -6.505  0.152
H  -2.337  1.998  2.863
H  2.194  -7.278  0.991
H  -4.069  3.700  1.934
H  -0.317  6.622  5.005
H  0.443  6.156  8.286
H  -0.517  -0.988  -2.000
H  1.591  6.590  9.563
H  -0.580  -9.287  -0.580
H  1.053  1.327  -1.808
H  2.317  2.838  -7.553
H  1.350  5.854  -6.832
H  -0.597  -1.714  -3.579
H  0.882  -9.419  0.413
H  1.607  -5.719  0.384
H  3.351  1.818  -8.558
H  -1.053  4.398  -5.963
H  -3.551  1.408  4.006
H  -0.346  6.609  3.237
H  -1.565  4.434  5.006
H  1.382  -14.315  2.211
H  0.248  8.838  7.100
H  -5.608  3.093  1.318
H  1.888  -2.132  -1.921
H  0.254  2.994  4.128
H  -2.761  0.287  2.881
H  0.885  7.517  -5.096

highest occupied orbital energy	-1.68	eV
charge	-1
Kohn-Sham gap	3.597	eV

Results of the Mulliken charge analysis, in e, for atoms 1 through 2:
1 P 0.3754
2 O -0.4797